The following is a DFT calculation (ωB97M-V/def2-TZVPD) of 4 unconnected molecules or ions with the total composition C4H8Cl8.

Structure (SMILES): ClCCl.ClCCl.ClCCl.ClCCl
Kohn-Sham gap: 11.241 eV
ΔE to the lowest compared entry with this formula, charge and spin: 4.3 kcal/mol
Multiplicity: 1
Lowest unoccupied orbital energy: 0.46 eV
DFT total energy: -104457.092 eV
Molar mass: 339.732 g mol⁻¹

Bonds (Å) are listed after each position.
Cartesian coordinates (Å):
1 C -1.891 -3.184 1.075  Cl5 1.769, Cl10 1.762, H14 1.087, H16 1.088
2 Cl 1.724 -2.305 -2.793  C19 1.780
3 H -0.248 6.725 -0.774  C4 1.082
4 C 0.282 5.872 -0.371  H3 1.082, Cl7 1.767, Cl9 1.775, H17 1.082
5 Cl -2.143 -4.662 0.136  C1 1.769
6 C 0.278 1.103 0.941  Cl8 1.740, H12 1.085, Cl18 1.775, H20 1.084
7 Cl -0.869 4.613 0.089  C4 1.767
8 Cl 1.459 0.606 2.117  C6 1.740
9 Cl 1.394 5.316 -1.638  C4 1.775
10 Cl -0.858 -3.487 2.470  C1 1.762
11 H 1.070 -2.828 -0.592  C19 1.085
12 H -0.675 1.231 1.444  C6 1.085
13 H 0.122 -3.713 -1.780  C19 1.085
14 H -1.547 -2.351 0.467  C1 1.087
15 Cl 2.162 -4.802 -1.313  C19 1.762
16 H -2.854 -2.836 1.444  C1 1.088
17 H 0.882 6.133 0.491  C4 1.082
18 Cl 0.030 -0.076 -0.364  C6 1.775
19 C 1.124 -3.392 -1.517  Cl2 1.780, H11 1.085, H13 1.085, Cl15 1.762
20 H 0.558 2.036 0.467  C6 1.084

Atom charges from the Löwdin analysis, given in e for atoms 1 to 8: -1.047 0.485 0.023 -1.013 0.513 -1.048 0.517 0.543

***

The following is a DFT calculation (ωB97M-V/def2-TZVPD) of 2 unconnected molecules or ions with the total composition C4H8ClF2N at a distorted geometry.

Kohn-Sham gap: 9.844 eV
ΔE to the lowest compared entry with this formula, charge and spin: 71.5 kcal/mol
Multiplicity: 1
Lowest unoccupied orbital energy: 0.72 eV
DFT total energy: -23722.365 eV
Molar mass: 143.564 g mol⁻¹

Bonds (Å) are listed after each position.
Cartesian coordinates (Å):
1 Cl 0.670 -2.832 -0.765  C7 1.779
2 H -0.407 2.011 0.691  C13 1.134
3 F -2.001 1.229 -1.715  C9 1.379
4 H 0.839 -2.460 1.728  N6 0.968
5 F -1.880 0.294 0.251  C9 1.281
6 N -0.071 -2.158 1.597  H4 0.968, C7 1.303, H11 1.048
7 C -0.499 -2.115 0.367  Cl1 1.779, N6 1.303
8 C 1.316 1.043 -0.246  H10 1.019, C13 1.477, H14 1.198, H16 1.071
9 C -1.211 0.549 -0.812  F3 1.379, F5 1.281, C13 1.588, H15 1.015
10 H 2.052 1.640 0.128  C8 1.019
11 H -0.760 -1.743 2.268  N6 1.048
12 H -0.078 2.407 -0.921  C13 1.089
13 C -0.079 1.526 -0.280  H2 1.134, C8 1.477, C9 1.588, H12 1.089
14 H 1.469 -0.057 0.204  C8 1.198
15 H -0.772 -0.287 -1.185  C9 1.015
16 H 1.411 0.954 -1.309  C8 1.071

Atom charges from the Löwdin analysis, given in e for atoms 1 to 8: 0.503 0.127 0.042 0.047 0.075 0.000 -0.560 -0.114

***

The following is a DFT calculation (ωB97M-V/def2-TZVPD) of C4H8ClFO in the gas phase at a distorted geometry.

Structure (SMILES): C[C@H](O)[C@@](C)(F)Cl
Kohn-Sham gap: 11.732 eV
ΔE to the lowest compared entry with this formula, charge and spin: 0.0 kcal/mol
Multiplicity: 1
Lowest unoccupied orbital energy: 0.86 eV
DFT total energy: -21565.175 eV
Molar mass: 126.558 g mol⁻¹

Bonds (Å) are listed after each position.
Cartesian coordinates (Å):
1 H 0.869 -0.828 -2.020  C3 1.108
2 F 0.222 1.785 1.131  C11 1.391
3 C 0.696 -1.237 -1.005  H1 1.108, H7 1.117, C10 1.559, H12 1.096
4 H -1.628 -0.039 1.181  C8 1.064
5 O 0.794 -0.791 1.390  H9 0.967, C10 1.401
6 H -1.931 0.024 -0.551  C8 1.072
7 H -0.330 -1.678 -1.015  C3 1.117
8 C -1.524 0.541 0.295  H4 1.064, H6 1.072, C11 1.486, H15 1.094
9 H 0.760 -0.035 1.992  O5 0.967
10 C 0.947 -0.197 0.130  C3 1.559, O5 1.401, C11 1.503, H14 1.098
11 C -0.091 0.890 0.114  F2 1.391, C8 1.486, C10 1.503, Cl13 1.894
12 H 1.355 -2.083 -0.785  C3 1.096
13 Cl -0.031 1.986 -1.429  C11 1.894
14 H 1.966 0.203 0.051  C10 1.098
15 H -2.074 1.460 0.520  C8 1.094

Atom charges from the Löwdin analysis, given in e for atoms 1 to 8: 0.080 -0.040 -0.032 0.082 -0.014 0.081 0.090 -0.077

***

The following is a DFT calculation (ωB97M-V/def2-TZVPD) of 4 unconnected molecules or ions with the total composition C4H8ClN at a distorted geometry.

Kohn-Sham gap: 9.327 eV
ΔE to the lowest compared entry with this formula, charge and spin: 217.7 kcal/mol
Multiplicity: 1
Lowest unoccupied orbital energy: -0.35 eV
DFT total energy: -18280.330 eV
Molar mass: 105.568 g mol⁻¹

Bonds (Å) are listed after each position.
Cartesian coordinates (Å):
1 H 1.160 -3.327 -0.438  no bonds
2 C -0.938 -0.748 1.340  H5 1.276, C7 1.318, H9 1.161
3 H -0.185 -1.448 -2.233  N8 0.958
4 H 1.973 -2.076 -2.875  no bonds
5 H -1.336 -0.696 2.551  C2 1.276
6 H 0.544 0.820 -1.204  C11 1.217
7 C -0.452 0.240 0.615  C2 1.318, C11 1.556, Cl12 1.850
8 N -0.134 -1.405 -1.277  H3 0.958, C11 1.451, C13 1.606
9 H -0.716 -1.809 0.924  C2 1.161
10 H -1.104 0.365 -1.427  C11 1.027
11 C -0.297 -0.009 -0.914  H6 1.217, C7 1.556, N8 1.451, H10 1.027
12 Cl 0.003 1.996 0.976  C7 1.850
13 C 1.360 -1.975 -1.426  N8 1.606
14 H 2.505 -0.973 -0.638  no bonds

Atom charges from the Löwdin analysis, given in e for atoms 1 to 8: 0.160 -0.049 0.008 0.156 0.137 0.117 -0.670 -0.176

***

What is the formula in the first record?
C4H8Cl8

***

Which value of molar mass does entry 4 give?
105.568 g mol⁻¹

***

What is the DFT total energy in the fourth record?
-18280.330 eV